[1]
# C31H44N4PSV

C31H44N4PSV as an isolated structure (ωB97M-V/def2-TZVPD, the Open Molecules 2025 dataset).

Geometry as ORCA input:
```
! wB97M-V def2-TZVPD RIJCOSX def2/J DEFGRID3
* xyz 4 1
V 0.0810 -0.5686 0.5723
C 0.9423 1.2531 6.3408
C 1.5558 1.8426 5.2257
C 1.2241 1.4096 3.9701
C 0.2731 0.3608 3.8355
C -0.3605 -0.2219 4.9709
C -0.0151 0.2279 6.2133
N 0.0079 -0.0643 2.5893
N -0.7664 -0.9451 2.1462
C -1.2930 -2.2462 1.9285
C -1.8521 -3.2411 2.6987
C -2.1384 -4.3949 1.9717
C -1.8512 -4.5057 0.6013
C -1.2601 -3.4747 -0.1295
C -0.9910 -2.3024 0.5624
H 1.2062 1.6018 7.3327
H 2.2807 2.6327 5.3646
H 1.6711 1.8412 3.0838
H -1.1040 -0.9990 4.8456
H -0.4727 -0.1929 7.0985
H -2.0609 -3.1613 3.7566
H -2.5936 -5.2357 2.4798
H -2.0970 -5.4329 0.0982
H -1.0418 -3.6113 -1.1808
C -3.2483 -1.0623 -2.2085
C -3.3373 0.0415 -1.1571
C -4.0823 -0.4582 0.0831
C -4.0448 1.2849 -1.7339
P -1.6589 0.6932 -0.6550
C -1.8265 2.1493 0.3671
C -1.6482 3.4297 -0.1825
C -1.9590 4.5513 0.5653
C -2.4407 4.4149 1.8630
C -2.6195 3.1517 2.4180
C -2.3163 2.0232 1.6776
C -0.3677 0.8762 -1.9697
C 0.8170 1.5932 -1.3003
C -0.7717 1.5716 -3.2699
C 0.0572 -0.5753 -2.2609
H -4.2686 -1.3752 -2.4370
H -2.7185 -1.9427 -1.8451
H -2.8108 -0.7211 -3.1462
H -5.0775 -0.7711 -0.2378
H -4.2236 0.3230 0.8282
H -3.5995 -1.3264 0.5356
H -5.0204 0.9504 -2.0941
H -3.5218 1.7229 -2.5850
H -4.2161 2.0519 -0.9801
H -1.3202 3.5601 -1.2042
H -1.8443 5.5347 0.1290
H -2.6902 5.2970 2.4383
H -3.0167 3.0529 3.4195
H -2.4966 1.0451 2.1078
H 0.6471 2.6571 -1.1569
H 1.7115 1.4552 -1.9101
H 1.0721 1.2154 -0.2834
H -1.1084 2.5942 -3.1100
H -1.5558 1.0301 -3.7969
H 0.0988 1.6127 -3.9292
H 0.4318 -1.1565 -1.3795
H 0.9121 -0.5792 -2.9417
H -0.7382 -1.1740 -2.6958
C 3.6911 -2.5688 -3.9916
C 4.2453 -2.7809 -2.5967
N 3.2942 -2.3248 -1.5370
C 3.2995 -1.2420 -0.7946
S 2.2069 -1.2853 0.6365
N 4.0660 -0.1810 -0.9067
C 5.1173 0.1556 -1.9101
C 5.3977 1.6437 -1.8446
H 4.3967 -2.9676 -4.7197
H 3.5433 -1.5111 -4.2168
H 2.7472 -3.0970 -4.1303
H 5.1966 -2.2846 -2.4425
H 4.4052 -3.8387 -2.3935
H 2.6202 -3.0248 -1.2602
H 3.9981 0.4841 -0.1478
H 4.7553 -0.1381 -2.8935
H 6.0176 -0.4118 -1.6762
H 4.5156 2.2351 -2.0939
H 6.1789 1.8923 -2.5608
H 5.7637 1.9328 -0.8579
*
```

Properties
**Gap between HOMO and LUMO (alpha / beta)**: 0.21668 / 0.21534 Ha
**Maximum force**: 0.14 eV/Å
**Energy relative to the best compared isomer or geometry (same formula, charge and spin)**: 0.0 kcal per mole

[2]
# C56H49NO2P2Pd

C56H49NO2P2Pd as an isolated structure (ωB97M-V/def2-TZVPD, the Open Molecules 2025 dataset).

Geometry as ORCA input:
```
! wB97M-V def2-TZVPD RIJCOSX def2/J DEFGRID3
* xyz 0 1
C -5.0669 2.7238 4.6679
C -3.9679 3.2422 3.7829
O -2.7303 2.7035 4.3081
C -1.6547 3.1738 3.6115
C -0.4417 2.6277 4.0785
C 0.7215 3.1558 3.5733
N 1.7847 3.5153 3.2042
O -1.8031 3.9464 2.6474
H -6.0274 3.0677 4.2823
H -5.0695 1.6293 4.6969
H -4.9370 3.1049 5.6855
H -4.1022 2.9025 2.7466
H -3.9185 4.3389 3.8124
H -0.4504 2.1386 5.0463
C -5.0589 0.5743 -1.5131
C -4.8575 -0.6628 -0.8861
C -4.0867 -0.7524 0.2733
C -3.4384 0.3927 0.7961
C -2.3842 0.2938 1.8088
C -1.2391 1.0150 1.6202
C 0.1580 0.6149 1.8200
C 0.5444 -0.1884 3.0106
C 1.9118 -0.3264 3.2929
C 2.3481 -1.1487 4.3260
C 1.4237 -1.8661 5.0880
C 0.0570 -1.6438 4.8978
C -0.3755 -0.7349 3.9250
Pd 1.1177 -0.0920 -0.0128
P 0.6431 1.1795 -1.8106
C -0.2391 2.6916 -1.3147
C -1.4037 3.1154 -1.9797
C -2.0434 4.2888 -1.5866
C -1.5541 5.0301 -0.5115
C -0.4188 4.5953 0.1671
C 0.2670 3.4575 -0.2528
C 2.1747 1.7510 -2.5975
C 2.2416 3.0295 -3.1761
C 3.4300 3.4578 -3.7680
C 4.5539 2.6256 -3.7693
C 4.4854 1.3516 -3.1964
C 3.2966 0.9084 -2.6185
C -0.3951 0.4894 -3.1273
C -0.1845 0.8606 -4.4658
C -1.0932 0.4602 -5.4440
C -2.1765 -0.3543 -5.1048
C -2.3519 -0.7749 -3.7844
C -1.4725 -0.3538 -2.7891
P 1.6572 -2.2519 -0.3426
C 0.2323 -3.3140 -0.0347
C -0.2345 -4.2314 -0.9937
C -1.3729 -4.9900 -0.7191
C -2.0469 -4.8414 0.4958
C -1.5883 -3.9234 1.4482
C -0.4432 -3.1714 1.1901
C 2.3262 -2.5993 -1.9793
C 3.6640 -2.9998 -2.1467
C 4.2020 -3.0785 -3.4302
C 3.4185 -2.7694 -4.5447
C 2.0798 -2.4008 -4.3840
C 1.5272 -2.3389 -3.1080
C 2.9187 -2.6502 0.8826
C 2.8292 -3.8102 1.6703
C 3.8111 -4.0654 2.6265
C 4.8770 -3.1786 2.7973
C 4.9734 -2.0320 2.0053
C 4.0008 -1.7682 1.0415
C -3.7273 1.6416 0.2092
C -4.5236 1.7271 -0.9303
H -5.6242 0.6456 -2.4436
H -5.2980 -1.5601 -1.3278
H -3.9314 -1.7159 0.7669
H -2.3892 -0.6430 2.3658
H -1.3272 2.0011 1.1486
H 0.8201 1.4951 1.6865
H 2.6192 0.2349 2.6788
H 3.4144 -1.2357 4.5215
H 1.7721 -2.5769 5.8385
H -0.6877 -2.1595 5.5109
H -1.4141 -0.4066 3.9043
H -1.8165 2.5256 -2.7999
H -2.9381 4.6183 -2.1160
H -2.0594 5.9412 -0.1918
H -0.0564 5.1415 1.0341
H 1.1823 3.1604 0.2654
H 1.3709 3.6877 -3.1527
H 3.4752 4.4479 -4.2192
H 5.4873 2.9698 -4.2138
H 5.3577 0.6967 -3.1961
H 3.2310 -0.0873 -2.1684
H 0.6804 1.4659 -4.7376
H -0.9517 0.7881 -6.4732
H -2.8887 -0.6626 -5.8700
H -3.1881 -1.4243 -3.5208
H -1.6089 -0.6748 -1.7515
H 0.2997 -4.3521 -1.9361
H -1.7327 -5.7041 -1.4601
H -2.9278 -5.4465 0.7116
H -2.1123 -3.7952 2.3972
H -0.0764 -2.4458 1.9250
H 4.2704 -3.2444 -1.2739
H 5.2422 -3.3760 -3.5572
H 3.8481 -2.8218 -5.5451
H 1.4604 -2.1589 -5.2490
H 0.4776 -2.0578 -2.9804
H 1.9993 -4.5054 1.5308
H 3.7347 -4.9557 3.2511
H 5.6332 -3.3757 3.5584
H 5.7962 -1.3305 2.1459
H 4.0554 -0.8551 0.4417
H -3.2925 2.5346 0.6562
H -4.7034 2.7085 -1.3689
*
```

Properties
**Gap between HOMO and LUMO**: 0.14980 Ha
**Maximum force**: 3.25 eV/Å

[3]
# C2H5NO3

One molecule with the formula C2H5NO3 (ωB97M-V/def2-TZVPD, the Open Molecules 2025 dataset).

Geometry as ORCA input:
```
! wB97M-V def2-TZVPD RIJCOSX def2/J DEFGRID3
* xyz 0 1
C 0.1299 -0.1485 0.0334
N 0.7327 0.8643 -0.7946
C -1.3126 0.3784 0.4248
O 0.0078 -1.3232 -0.6777
O 0.8159 -0.3691 1.2429
O -2.2854 -0.2022 0.0489
H -0.9402 -1.5105 -0.7909
H 1.4666 -1.0691 1.1012
H 1.4655 0.4713 -1.3732
H 1.1030 1.6194 -0.2325
H -1.1832 1.2892 1.0176
*
```

Properties
**SMILES**: NC(O)(O)C=O
**Gap between HOMO and LUMO**: 0.39629 Ha
**Maximum force**: 2.57 eV/Å
**Energy relative to the best compared isomer or geometry (same formula, charge and spin)**: 21.9 kcal per mole